{
  "formula": "C26H38Cl2IO15P3",
  "method": "wB97M-V/def2-TZVPD",
  "symbols": ["H", "H", "C", "O", "O", "C", "H", "H", "H", "O", "C", "O", "O", "H", "H", "P", "H", "H", "H", "C", "H", "H", "H", "C", "C", "Cl", "H", "H", "C", "C", "H", "C", "H", "P", "H", "C", "C", "O", "C", "C", "I", "H", "H", "C", "C", "O", "H", "H", "H", "Cl", "P", "O", "H", "C", "O", "H", "O", "H", "C", "H", "H", "H", "H", "O", "O", "H", "C", "H", "H", "H", "C", "C", "H", "C", "H", "C", "H", "O", "H", "C", "O", "C", "O", "C", "C"],
  "xyz": [[-1.82210, 1.69394, -3.15524], [1.00137, 0.63741, -2.02196], [-3.26895, -0.37402, 0.37098], [-3.92455, -2.89273, 7.53123], [8.64333, -0.77366, -3.45570], [4.98712, -3.04585, -1.64981], [-5.20075, -4.19394, 4.32021], [-3.93727, -3.15186, 3.62412], [5.30966, -3.84762, -2.31684], [8.76987, -0.10384, -5.52060], [5.27557, -0.22897, -0.59441], [-8.09098, 6.43181, 1.79069], [4.63520, 0.72081, 0.10976], [-6.10283, -3.86549, 10.37004], [-8.48155, 5.75993, 2.39178], [-7.33729, 5.73236, 0.42538], [5.66972, -3.01650, -0.79755], [5.46167, 0.41335, 1.98413], [-6.16537, 2.70283, -3.07763], [-6.42835, 4.13114, 0.86329], [-5.79768, -1.77286, 4.49143], [3.99698, -3.28689, -1.25477], [-3.71715, -3.90078, 5.21117], [9.29016, -1.24495, -2.27284], [-3.61541, -0.07481, -0.97273], [-5.84947, 7.15803, -0.13334], [8.81817, 0.72344, -7.37984], [-0.88879, 2.96186, -0.89939], [-2.79773, -0.49956, -2.27861], [-5.12845, -2.90439, 7.44270], [0.85752, 2.31048, -2.88175], [-4.95675, 1.47397, 1.41432], [-4.86300, 2.10606, 3.65771], [-1.67751, -1.31938, 0.78006], [4.82073, 2.03473, 1.66546], [-4.44777, -3.43437, 4.54653], [9.52379, 0.26464, -6.68252], [4.44421, -0.66980, -1.54953], [9.49422, -0.42590, -4.43734], [-5.93798, 3.76763, 2.31515], [-0.80599, -0.12254, 2.79398], [6.36154, 1.55834, 0.93268], [5.94428, -1.44725, -2.77364], [-5.21378, 2.41580, 2.60592], [5.37431, 1.20090, 1.23207], [10.69847, -0.42183, -4.35482], [-8.16656, 3.40908, -2.19591], [9.77524, -2.20363, -2.47168], [0.75261, 2.46730, -0.20308], [-6.17617, 4.87835, 3.73328], [-6.73070, 3.58778, -2.08130], [-5.84942, -2.59190, 6.35584], [10.01388, -0.51748, -1.90020], [-5.33642, -3.71444, 9.60883], [-5.98193, -3.25323, 8.42304], [10.88949, -1.42063, -6.67958], [-4.28515, -0.62453, 2.66556], [-4.61867, -2.98033, 9.98020], [0.31062, 1.53669, -2.25037], [-0.67531, 1.26384, -0.19087], [-3.03106, -1.60914, -2.50218], [8.52574, -1.39431, -1.50922], [4.28359, -1.79423, -3.23965], [-6.27775, 5.01721, -2.50044], [-5.67635, 0.44710, -2.20443], [9.40108, -1.70028, -7.56648], [-0.15388, 2.09375, -0.80283], [-3.06567, -2.97338, 1.13145], [10.26762, 1.02683, -6.43002], [-3.26540, 0.08530, -3.16035], [-5.09269, -2.22355, 5.19389], [4.95799, -1.71784, -2.38297], [-0.61430, 0.52381, -4.01240], [-4.99763, 0.73773, -1.19236], [10.66786, -0.66259, -8.26217], [-4.17596, 0.07702, 1.63193], [-4.35443, -1.45575, 5.44493], [-1.38497, -0.23950, -2.21838], [-4.84428, -4.67059, 9.41635], [-5.37817, 1.79072, -0.07138], [-2.07745, -2.94117, 1.19666], [-6.13972, 3.13277, -0.32250], [6.39822, -0.62182, -0.38559], [-0.99810, 0.92185, -2.99763], [10.15915, -0.94658, -7.33894]],
  "forces_ev_per_angstrom": [[1.0, -1.1, 0.4], [-1.0, 1.5, -0.7], [-1.5, 0.5, -0.6], [-0.5, 0.1, 0.0], [0.2, 0.2, -0.4], [0.0, 0.0, 0.3], [0.0, 0.1, -0.1], [-0.1, 0.1, 0.1], [-0.1, 0.1, 0.0], [0.0, 0.0, 0.4], [-0.3, -0.1, 0.0], [1.3, -1.4, -0.7], [0.2, -0.3, -0.3], [-0.1, 0.1, -0.3], [0.4, 0.5, -0.5], [-1.1, 0.6, -0.8], [0.0, 0.0, -0.2], [0.1, 0.1, -0.1], [-0.5, -0.1, 1.2], [2.7, -2.8, 1.9], [-0.1, -0.1, 0.3], [0.0, 0.0, -0.2], [0.0, 0.2, -0.1], [0.1, -0.2, 0.6], [0.0, 0.3, 2.6], [-0.7, -1.0, 1.1], [-0.1, -0.1, 0.3], [0.9, -1.1, 0.0], [-1.2, 0.1, -0.7], [-0.1, -0.1, -0.1], [-0.9, -1.0, 0.8], [-0.6, 1.7, -0.5], [-0.7, 0.7, -1.9], [0.8, -1.1, -0.9], [-0.1, -0.2, -0.2], [0.1, -0.3, 0.2], [0.4, 0.1, -0.5], [0.2, 0.4, 0.3], [-0.1, -0.1, 0.0], [0.8, -2.7, -2.4], [-0.6, -0.3, -0.1], [-0.1, -0.2, 0.0], [-0.1, 0.1, 0.2], [-1.1, 0.6, -3.5], [0.1, 0.2, 0.4], [-0.5, 0.1, -0.1], [0.9, -0.3, 0.5], [0.1, 0.2, 0.0], [-1.4, -0.6, -0.9], [0.3, -1.4, -1.9], [1.5, 3.6, -1.5], [0.1, 0.0, 0.5], [0.0, -0.1, -0.2], [0.1, -0.1, 0.4], [0.2, 0.2, -0.3], [0.0, 0.2, 0.0], [0.5, 2.6, -3.6], [0.0, -0.1, -0.2], [-1.2, -0.9, 1.2], [0.9, 1.3, -1.1], [0.7, 1.6, 0.5], [-0.1, 0.1, -0.3], [-0.1, 0.3, 0.2], [-1.2, -3.2, 1.4], [1.9, 1.4, 3.3], [0.0, 0.1, -0.1], [0.3, 0.1, -0.1], [1.0, -0.4, 0.4], [0.0, -0.2, 0.1], [0.6, -0.9, 1.4], [0.4, 0.1, -0.6], [0.3, -0.5, -0.3], [-0.9, 0.7, 1.3], [-0.3, -1.1, -1.2], [-0.1, 0.0, 0.0], [-0.7, -0.5, 0.6], [-0.1, -0.2, 0.1], [-1.8, 0.6, -0.2], [0.1, 0.2, 0.0], [-0.8, 2.3, 2.9], [-1.6, 2.5, -0.4], [0.8, -1.7, 2.9], [-0.3, 0.2, -0.1], [2.5, 0.2, -0.6], [0.1, -0.3, 0.2]],
  "homo_lumo_gap_ev": 6.55,
  "smiles": "CCCOCC1=C(P(O)I)C(=O)c2cc(Cl)c(P(O)Cl)c([PH2]=O)c2C1=O.CCOC(=O)OC.CCOC(=O)OC.CCOC(=O)OC",
  "charge": 0,
  "total_energy_ha": -4384.096275,
  "molar_mass_g_mol": 881.3,
  "lumo_ev": -2.4
}

---

{
  "formula": "C5H8S",
  "method": "wB97M-V/def2-TZVPD",
  "symbols": ["H", "C", "H", "H", "H", "H", "C", "H", "C", "S", "H", "C", "H", "C"],
  "xyz": [[-0.78235, -0.74818, 2.29026], [0.65346, 0.39600, -0.64308], [-0.30606, -1.56647, -3.16631], [-1.39305, 0.53510, 1.24119], [1.36087, -0.77556, 1.03398], [-1.63505, -0.31516, -2.90406], [-0.00050, -0.17794, -1.65086], [1.34340, 1.18941, -0.91207], [-0.73995, -0.33330, 1.28824], [1.41447, 1.16560, 2.53754], [-1.11587, -1.07200, 0.57803], [-0.67989, -0.72277, -2.60528], [1.22103, 2.38309, 2.03817], [0.65948, 0.04218, 0.87424]],
  "forces_ev_per_angstrom": [[0.0, 0.0, 0.1], [0.5, 0.5, 0.0], [0.1, -0.1, 0.0], [-0.1, 0.1, 0.0], [-0.1, 0.0, -0.1], [-0.1, 0.0, 0.0], [0.8, 0.8, 2.5], [0.0, 0.0, -0.2], [-0.1, -0.1, 0.1], [-0.7, -1.1, -2.6], [-0.1, -0.1, 0.0], [-0.2, -0.1, -0.5], [-0.1, 0.3, -0.1], [0.0, -0.1, 0.7]],
  "homo_lumo_gap_ev": 9.73,
  "smiles": "C=C=C[C@H](C)S",
  "charge": 0,
  "total_energy_ha": -593.393372,
  "molar_mass_g_mol": 100.2,
  "lumo_ev": 0.6
}

---

Please write out number 2 again, unchanged.
{
  "formula": "C5H8S",
  "method": "wB97M-V/def2-TZVPD",
  "symbols": ["H", "C", "H", "H", "H", "H", "C", "H", "C", "S", "H", "C", "H", "C"],
  "xyz": [[-0.78235, -0.74818, 2.29026], [0.65346, 0.39600, -0.64308], [-0.30606, -1.56647, -3.16631], [-1.39305, 0.53510, 1.24119], [1.36087, -0.77556, 1.03398], [-1.63505, -0.31516, -2.90406], [-0.00050, -0.17794, -1.65086], [1.34340, 1.18941, -0.91207], [-0.73995, -0.33330, 1.28824], [1.41447, 1.16560, 2.53754], [-1.11587, -1.07200, 0.57803], [-0.67989, -0.72277, -2.60528], [1.22103, 2.38309, 2.03817], [0.65948, 0.04218, 0.87424]],
  "forces_ev_per_angstrom": [[0.0, 0.0, 0.1], [0.5, 0.5, 0.0], [0.1, -0.1, 0.0], [-0.1, 0.1, 0.0], [-0.1, 0.0, -0.1], [-0.1, 0.0, 0.0], [0.8, 0.8, 2.5], [0.0, 0.0, -0.2], [-0.1, -0.1, 0.1], [-0.7, -1.1, -2.6], [-0.1, -0.1, 0.0], [-0.2, -0.1, -0.5], [-0.1, 0.3, -0.1], [0.0, -0.1, 0.7]],
  "homo_lumo_gap_ev": 9.73,
  "smiles": "C=C=C[C@H](C)S",
  "charge": 0,
  "total_energy_ha": -593.393372,
  "molar_mass_g_mol": 100.2,
  "lumo_ev": 0.6
}